# 1
Molecular formula: C17H19N5O3
Method: DFT, the ωB97M-V functional and the def2-TZVPD basis

```
44
Properties=species:S:1:pos:R:3:forces:R:3
N -0.17380 0.89645 1.78001 -4.04 -0.65 -2.61
C 0.00237 0.84443 0.25802 -2.80 -0.33 1.29
C 0.23722 2.25247 -0.23287 -0.77 -0.03 1.32
C -0.63816 3.33028 0.38834 -2.45 -3.00 -1.78
C -0.46823 4.00100 1.55568 2.27 -0.73 -3.37
N -1.53793 4.86157 1.65027 -0.05 -1.95 1.09
C -2.61388 4.40287 0.91622 1.10 -1.54 -3.24
C -3.92117 4.79569 0.67030 -0.31 2.57 -0.63
C -4.55143 4.39243 -0.52740 0.21 -1.26 -1.33
C -3.97100 3.41344 -1.43253 -3.17 1.33 1.48
C -2.80678 2.90051 -1.08664 1.68 1.25 1.24
C -2.06742 3.46510 -0.04694 2.30 0.45 2.61
C 0.91773 -0.23170 -0.25895 1.03 -5.36 -0.49
O 1.37285 -0.63360 -1.39735 -1.34 4.04 3.53
N 1.03315 -1.21675 0.77310 -0.71 -1.74 0.02
C 1.72115 -2.53412 0.31789 -4.91 1.42 -2.42
C 0.82676 -3.11059 -0.83845 -3.43 -1.19 -0.97
C 1.03662 -4.76131 -0.89639 4.90 1.41 -1.72
C 2.28620 -5.22709 -1.43435 1.45 3.26 -4.04
N 2.90063 -6.30341 -0.77517 -2.71 1.26 -1.93
C 1.81842 -6.60078 0.05410 -1.29 5.33 -2.44
N 0.77718 -5.69123 0.00760 1.11 -3.42 2.99
C 3.02821 -2.17102 -0.13960 6.07 -0.72 -1.32
O 3.84880 -2.71554 -0.93163 -3.28 1.79 2.51
O 3.39004 -1.13804 0.66224 4.61 1.08 -0.47
H -1.16986 1.45216 1.82411 3.90 -1.39 0.69
H 0.62669 1.24005 2.26538 0.15 0.82 0.32
H -0.99118 0.36564 -0.11388 1.15 1.10 0.47
H 1.13026 2.39912 0.35971 1.60 0.56 -1.48
H 0.10976 2.12119 -1.30610 1.15 1.13 -0.29
H 0.59538 3.91596 1.95030 -1.91 1.23 0.48
H -1.35730 5.53549 2.30280 -1.14 2.36 1.92
H -4.12805 5.73648 1.23395 -1.09 -0.95 -0.50
H -5.46614 4.70344 -1.02374 -0.34 0.89 1.33
H -4.43490 2.94643 -2.33907 -0.15 1.16 1.02
H -2.52021 2.32906 -1.87313 2.35 -2.40 -1.46
H 0.23013 -1.41448 1.46444 1.87 1.19 -1.52
H 1.61762 -3.30233 1.04919 0.63 -0.13 1.08
H 0.82265 -2.55121 -1.88161 0.84 -1.81 2.28
H -0.28036 -2.77056 -0.47843 2.26 -1.50 -0.73
H 2.69875 -4.76017 -2.43121 -0.19 -1.01 2.48
H 3.77461 -6.85236 -1.13935 -2.75 1.42 1.21
H 1.86850 -7.42295 0.55250 -0.27 -4.77 3.50
H 4.42611 -0.89200 0.54862 -3.53 -1.17 -0.11
```
Forces are in eV/Å.

Its strongest force on any atom is 6.25 eV/A. Its frontier orbital gap is 8.27 eV. As for the energy: -31522.57649 eV. As for the energy above the lowest of the compared OMol25 structures with the same formula, charge and spin: 938.8 kJ/mol.



# 2
Molecular formula: C17H19N5O3S
Method: DFT, the ωB97M-V functional and the def2-TZVPD basis

```
45
Properties=species:S:1:pos:R:3:forces:R:3
C -3.76986 -1.56031 0.74689 0.05 0.00 0.02
C -2.30997 -1.90335 0.71288 0.08 0.00 -0.08
C -1.67442 -2.35951 1.86345 0.05 -0.01 0.08
C -0.33465 -2.68722 1.83409 -0.14 0.00 0.03
C 0.40370 -2.57239 0.66737 0.21 -0.06 -0.27
C -0.21855 -2.10473 -0.47975 -0.11 0.00 0.06
O 0.39531 -1.93234 -1.69917 -0.30 0.06 0.11
C 1.74968 -2.29811 -1.83175 0.25 -0.16 -0.16
C 2.66852 -1.43027 -1.04253 -0.11 0.29 -0.11
N 3.58599 -1.84709 -0.20896 -0.45 -1.05 -0.35
N 4.17618 -0.78145 0.33225 0.62 0.62 0.50
C 3.61126 0.27827 -0.17003 -0.12 0.58 -0.23
S 3.94120 1.92847 0.30543 0.22 -0.08 0.30
C 2.95360 1.88856 1.85611 0.16 -0.22 -0.38
C 1.51646 1.64990 1.44304 0.28 0.18 0.25
O 0.97841 0.57110 1.51610 -0.09 -0.15 0.03
N 0.93365 2.75981 0.90212 -0.11 0.57 0.01
C -0.30032 2.80383 0.28795 -0.85 0.11 -0.52
C -1.27151 1.78026 0.13589 -0.35 0.31 -0.22
C -2.26308 2.39453 -0.57596 0.58 -0.34 0.44
C -3.56146 1.91056 -1.10063 0.12 0.20 -0.11
O -1.91354 3.66796 -0.82233 -0.76 -0.40 -0.25
N -0.69468 3.91734 -0.28702 1.22 0.21 0.53
N 2.64294 -0.06994 -1.07103 0.53 -0.67 0.42
C 1.79240 0.78176 -1.84886 -0.50 0.30 -0.30
C -1.57182 -1.77184 -0.45006 0.12 -0.03 -0.03
H -4.33584 -2.36748 1.20844 -0.10 -0.01 0.01
H -3.93382 -0.66163 1.34246 -0.08 0.07 0.02
H -4.15659 -1.39553 -0.25591 -0.08 0.02 -0.05
H -2.23743 -2.45652 2.77998 -0.06 -0.02 0.11
H 0.15439 -3.03972 2.72934 0.05 -0.03 0.08
H 1.44808 -2.83618 0.67681 0.10 0.00 0.00
H 1.96299 -2.19270 -2.90199 -0.05 -0.10 0.16
H 1.92225 -3.33964 -1.53610 0.02 0.13 -0.04
H 3.32474 1.06929 2.46949 -0.13 0.10 0.00
H 3.10637 2.84825 2.34465 -0.02 0.04 0.06
H 1.45373 3.62530 0.85100 0.03 -0.16 0.02
H -1.22136 0.77713 0.50160 -0.06 -0.22 0.05
H -3.88802 1.04425 -0.53512 -0.05 -0.04 0.03
H -4.30475 2.70143 -1.03405 -0.10 -0.01 0.02
H -3.45957 1.62959 -2.14875 -0.05 -0.03 -0.05
H 2.13187 1.81215 -1.74345 -0.04 -0.11 -0.03
H 0.76012 0.69546 -1.50410 0.07 0.06 -0.04
H 1.83754 0.48884 -2.89861 -0.01 0.06 0.03
H -2.03010 -1.41608 -1.36119 -0.08 0.03 -0.13
```
Forces are in eV/Å.

Its strongest force on any atom is 1.34 eV/A. Its frontier orbital gap is 9.10 eV. As for the energy: -42364.61709 eV. As for the energy above the lowest of the compared OMol25 structures with the same formula, charge and spin: 216.8 kJ/mol.



# 3
Molecular formula: C17H19NO
Method: DFT, the ωB97M-V functional and the def2-TZVPD basis

```
38
Properties=species:S:1:pos:R:3:forces:R:3
C -1.77766 2.39999 -2.27349 0.86 -1.33 0.01
C -1.33670 2.43049 -0.84382 1.06 0.17 0.16
C -1.93045 1.96021 0.27102 -1.80 -0.03 0.44
N -1.19721 2.19907 1.41408 1.11 -0.34 -0.72
C 0.04066 2.64011 0.99571 0.10 0.85 0.40
C 1.16616 3.00325 1.73370 -0.58 0.26 -0.06
C 2.27212 3.41382 1.02321 0.10 0.02 0.61
C 2.24948 3.52484 -0.36576 0.29 0.29 -0.46
C 1.10636 3.27674 -1.10006 0.41 -0.10 0.58
C -0.00427 2.82779 -0.39443 -0.95 -0.34 -0.65
H -2.85140 2.44289 -2.42365 -0.02 0.23 0.02
H -1.41706 1.43378 -2.66520 -0.38 0.07 -0.16
H -1.22738 3.10610 -2.89277 -0.34 0.45 0.19
H -2.86060 1.41061 0.36603 -0.10 0.38 -0.07
H -1.50124 2.17764 2.36663 -0.14 -0.28 0.02
H 1.10322 3.10360 2.81091 0.26 -0.39 0.03
H 3.15055 3.67287 1.60321 0.10 0.09 -0.27
H 3.13110 3.88098 -0.87893 0.14 -0.05 -0.01
H 1.10841 3.40484 -2.17255 -0.12 0.02 -0.06
C 0.54657 -4.13703 -2.31386 0.55 0.71 -0.41
C -0.07103 -2.85423 -1.76015 0.61 0.52 0.16
C -0.12009 -2.64642 -0.24730 -1.40 -0.79 -1.03
C -1.09525 -1.75268 0.23493 0.81 -0.56 0.80
C -1.15222 -1.50887 1.60134 0.67 1.08 -0.34
C -0.21625 -2.08439 2.45210 -0.46 -0.26 -0.29
O -0.15674 -1.62064 3.73368 -0.22 -0.09 0.42
C 0.66633 -3.03748 1.99908 0.66 0.80 -0.65
C 0.72133 -3.30171 0.62236 0.40 0.22 1.14
H 1.28015 -4.48384 -1.61460 -0.05 -0.92 0.64
H 1.21990 -3.93481 -3.15513 -0.54 0.24 -0.29
H -0.18017 -4.87148 -2.64566 0.06 -0.26 0.39
H 0.57892 -2.03243 -2.05542 -0.06 0.23 -0.53
H -1.05275 -2.66730 -2.19326 0.00 0.04 0.04
H -1.72934 -1.21527 -0.45818 -0.05 -0.03 0.02
H -1.63719 -0.62352 1.99864 -0.60 -0.32 -0.05
H 0.08746 -2.37230 4.27966 0.16 0.13 0.29
H 1.52690 -3.24882 2.62924 -0.26 -0.58 0.05
H 1.55938 -3.91644 0.31870 -0.27 -0.12 -0.38
```
Forces are in eV/Å.

Its strongest force on any atom is 1.91 eV/A. Its frontier orbital gap is 8.59 eV. As for the energy: -21474.31345 eV. As for the energy above the lowest of the compared OMol25 structures with the same formula, charge and spin: 185.5 kJ/mol.



# 4
Molecular formula: C17H19NOS
Method: DFT, the ωB97M-V functional and the def2-TZVPD basis

```
39
Properties=species:S:1:pos:R:3:forces:R:3
C -0.25862 -2.45268 1.29863 -1.62 1.26 -2.32
C -0.43600 -2.14551 -0.04050 0.82 -1.15 3.42
C 0.63170 -2.49256 -1.04044 0.15 1.18 0.44
N 0.94031 -1.29598 -1.82882 0.59 -0.13 0.64
C 1.35276 -1.51589 -3.21209 -0.77 -0.13 -0.14
C 0.16594 -1.23623 -4.12417 1.02 0.98 -2.61
C 0.38880 -0.71989 -5.38252 -1.93 -0.91 1.98
C 1.60441 -0.17565 -1.10544 -1.44 -0.48 -0.72
C 0.94346 1.12553 -1.59715 -0.37 -0.19 1.95
C -0.52113 1.26483 -1.11456 0.13 0.25 -0.71
O -1.39432 1.33508 -1.95213 -0.28 -0.19 0.38
C -0.84404 1.40951 0.34177 1.27 0.31 2.17
C 0.07090 1.72933 1.36653 -0.33 -0.69 -2.58
C -0.46408 1.78563 2.67926 -0.78 0.00 -1.54
C 0.18736 2.16659 3.83206 -0.01 -0.08 1.37
C -0.51479 2.09131 5.03048 0.98 0.48 0.47
C -1.84665 1.67867 5.05344 0.29 0.24 -0.46
C -2.49919 1.37405 3.89164 -1.42 -0.27 -1.43
C -1.83082 1.46168 2.65851 -0.31 -0.32 0.28
S -2.48213 1.17598 1.02018 1.57 0.27 0.59
H 0.65261 -2.89252 1.66351 0.20 -0.17 0.02
H -1.05869 -2.22104 2.03433 0.71 -0.19 -0.57
H -1.34745 -1.64842 -0.36384 0.14 -0.13 -0.14
H 1.51664 -2.88232 -0.50829 -0.11 -0.04 -0.03
H 0.26556 -3.29132 -1.66420 -0.10 -0.16 -0.61
H 2.19261 -0.87296 -3.51961 -0.23 -0.06 0.28
H 1.69257 -2.55197 -3.41155 -0.08 0.26 0.45
H -0.86365 -1.45095 -3.75679 0.99 0.22 -0.30
H 1.34877 -0.48311 -5.82441 0.13 -0.06 0.36
H -0.49216 -0.52571 -6.00744 0.46 -0.06 0.12
H 2.66107 -0.16757 -1.30207 0.74 0.08 -0.13
H 1.46317 -0.25768 -0.01950 -0.07 -0.30 -0.33
H 1.47007 1.98041 -1.19390 0.38 0.36 0.08
H 0.94914 1.18895 -2.66023 -0.16 0.02 -0.79
H 1.14709 1.83916 1.17053 -0.58 0.11 0.00
H 1.21801 2.51258 3.77465 -0.19 -0.15 0.16
H -0.03419 2.38374 5.98356 -0.27 -0.20 -0.73
H -2.40572 1.67881 5.95602 -0.22 -0.13 0.75
H -3.56928 1.09816 3.87453 0.68 0.18 0.25
```
Forces are in eV/Å.

Its strongest force on any atom is 3.70 eV/A. Its frontier orbital gap is 8.23 eV. As for the energy: -32307.89587 eV. As for the energy above the lowest of the compared OMol25 structures with the same formula, charge and spin: 326.2 kJ/mol.



# 5
Molecular formula: C17H20BClN6Pt
Method: DFT, the ωB97M-V functional and the def2-TZVPD basis

```
46
Properties=species:S:1:pos:R:3:forces:R:3
H -0.69543 2.20930 1.31965 0.03 -0.29 -0.44
N -0.24641 1.13709 -0.49939 0.53 1.97 -0.09
B 0.48792 0.55955 -2.85377 -0.43 0.33 1.30
N 0.29697 1.56725 -1.68372 0.18 0.23 0.18
C 0.61841 2.87966 -1.60261 -0.15 -0.59 -0.39
Pt -0.85891 -1.04699 -0.25636 0.94 2.16 4.42
H 1.07630 3.38965 -2.46146 -0.32 -0.29 0.60
C 0.24385 3.32590 -0.35262 0.09 0.64 0.19
H 0.35357 4.34746 0.01340 -0.12 -0.52 -0.05
C -0.29738 2.22002 0.30647 0.18 -0.20 -0.32
H 0.89303 1.06886 -3.85253 0.03 -0.25 0.11
C -2.21343 -2.32245 0.38253 -0.05 -2.44 -0.67
H -3.12621 -1.89120 0.82686 0.49 -0.31 -0.16
H -1.57564 -2.95536 1.02813 -1.26 -0.03 0.15
H -2.32303 -2.88608 -0.56697 -0.91 -0.15 0.80
N -0.97342 -0.01982 -3.02322 -0.26 -0.69 -0.21
N 1.46814 -0.50387 -2.20833 -0.41 -1.19 0.49
N -1.62812 -0.58235 -1.94600 -1.71 0.98 -3.29
N 1.11335 -1.11388 -1.00553 1.47 -0.08 -0.56
C -1.79566 -0.07593 -4.08102 -0.30 -0.65 2.01
C 2.66511 -0.98904 -2.55414 -0.05 -0.78 0.59
H -1.47785 0.22562 -5.03044 0.39 0.42 -1.18
H 3.11229 -0.73492 -3.49399 0.17 0.19 -0.16
C -3.02759 -0.63234 -3.66222 0.56 0.36 -0.02
C 3.11769 -1.89016 -1.56310 -0.44 0.60 0.46
C -2.91092 -0.89209 -2.33068 0.68 -0.01 0.26
C 2.17711 -1.90485 -0.55201 -0.36 1.17 -2.26
H -3.86924 -0.82928 -4.26217 -0.73 -0.12 -0.64
H 3.99556 -2.48210 -1.54959 0.75 -0.15 -0.22
H -3.57877 -1.36982 -1.61016 0.18 0.39 -0.50
H 2.00290 -2.50536 0.30886 0.24 -0.33 0.42
H 0.26464 -2.00814 -1.09176 0.58 -0.95 -1.04
Cl -2.02018 -0.24739 4.66395 0.95 0.20 -0.43
C -0.46899 0.32004 4.15832 -1.03 0.61 1.29
C 0.20230 1.16286 5.03979 0.92 0.53 -0.01
C 1.44813 1.69651 4.67293 -1.58 -0.20 1.48
C 2.00175 1.37973 3.43295 0.42 -0.69 -1.90
C 1.33408 0.53356 2.55086 0.60 0.36 0.41
C 0.08627 -0.01741 2.88047 0.46 -0.91 -1.60
C -0.59332 -0.99277 1.99467 -0.61 1.37 1.02
H -0.24370 1.40577 6.00035 0.09 -0.06 -0.19
H 1.97036 2.35441 5.36404 -0.09 -0.12 -0.15
H 2.96706 1.80363 3.13687 -0.37 -0.16 0.17
H 1.76909 0.29233 1.57977 -0.13 0.09 0.30
H -0.10815 -1.97562 2.09419 -0.03 0.21 -0.09
H -1.63349 -1.00995 2.33872 0.41 -0.65 -0.10
```
Forces are in eV/Å.

Its strongest force on any atom is 5.01 eV/A. The spin multiplicity is 5. As for the net charge: +2. Its frontier orbital gap (alpha / beta) is 5.14 / 4.81 eV. As for the energy: -43315.52431 eV. As for the energy above the lowest of the compared OMol25 structures with the same formula, charge and spin: 325.3 kJ/mol.



# 6
Molecular formula: C17H20BrCuNO2
Method: DFT, the ωB97M-V functional and the def2-TZVPD basis

```
42
Properties=species:S:1:pos:R:3:forces:R:3
C 5.58500 -0.94007 0.74722 -0.43 0.18 0.21
C 4.26952 -1.36343 1.37759 0.13 -0.10 -0.15
Br 3.35807 0.28451 1.97044 -0.06 -0.12 0.00
C 3.42253 -2.21514 0.42115 -0.22 0.06 -0.08
C 1.94739 -2.04301 0.57553 0.37 0.13 -0.36
C 1.18085 -1.46981 -0.34975 0.18 -0.23 0.35
C -0.25781 -1.31025 -0.10518 0.53 -0.11 0.12
O -1.03673 -1.06244 -0.99541 -0.43 0.28 -0.47
C -0.73237 -1.44765 1.29887 -0.51 0.02 0.17
C -2.07706 -0.85326 1.57922 0.51 0.46 0.47
C -1.95405 0.69849 1.64930 -0.50 -0.38 -0.65
C -3.06200 1.45850 0.88122 0.42 0.04 0.23
C -2.53617 2.53215 -0.07291 -0.70 -0.14 0.25
N -2.41433 2.11603 -1.47597 0.44 0.15 -0.45
C -2.83080 0.96123 -2.09199 0.15 0.47 -0.63
C -2.52775 1.03229 -3.44138 -0.27 -0.10 0.82
C -1.86629 2.26493 -3.61688 -0.54 0.52 0.61
C -1.82933 2.92871 -2.39402 0.09 -0.40 -0.66
C 0.02403 -2.05227 2.21059 -0.11 0.17 -0.24
C 1.34880 -2.56515 1.83156 -0.36 0.32 -0.18
O 1.93209 -3.38880 2.48182 0.51 -0.53 0.63
H 6.06256 -1.78046 0.25246 0.16 -0.15 0.06
H 6.22567 -0.50663 1.50712 0.26 -0.05 -0.01
H 5.37659 -0.16845 0.01153 0.10 0.02 -0.22
H 4.42506 -1.91558 2.29525 -0.02 0.03 0.18
H 3.69527 -2.01763 -0.61205 0.05 0.20 -0.11
H 3.65961 -3.25880 0.61837 0.14 -0.12 0.07
H 1.61050 -1.11871 -1.27403 -0.16 0.04 -0.26
H -2.77488 -1.13877 0.80217 -0.17 -0.15 -0.06
H -2.39983 -1.21637 2.54942 -0.34 -0.19 -0.03
H -0.99260 0.98440 1.22990 0.20 0.11 0.09
H -1.97913 0.99636 2.69043 0.23 0.12 0.15
H -3.70384 1.97192 1.59052 -0.12 0.01 0.10
H -3.70332 0.75729 0.35947 -0.15 -0.03 -0.11
H -3.22374 3.37508 -0.04597 -0.04 0.10 -0.15
H -1.57628 2.89805 0.27632 0.23 -0.02 -0.09
H -3.28511 0.16211 -1.54489 -0.01 -0.12 0.05
H -2.72960 0.26244 -4.16111 0.04 -0.04 -0.10
H -1.43650 2.58155 -4.56966 0.83 -0.74 -0.03
H -1.40452 3.88234 -2.14386 0.02 0.08 0.21
H -0.31244 -2.20025 3.22400 0.01 -0.15 0.17
Cu -1.47701 3.88456 -5.53644 -0.42 0.33 0.11
```
Forces are in eV/Å.

Its strongest force on any atom is 1.11 eV/A. As for the net charge: +1. Its frontier orbital gap is 5.67 eV. As for the energy: -138211.14119 eV.